[1]
The following is a quantum chemistry calculation of a gas-phase ion, C2H6N3OS (charge +1) in a non-equilibrium geometry, from the Open Molecules 2025 dataset.

Bonds (Å) are listed after each position.
Atoms and positions in Å:
1 C -0.117 0.192 -0.531  C2 1.494, N4 1.300, N5 1.360
2 C 0.604 0.784 -1.698  C1 1.494, H8 1.083, H9 1.131, H10 1.091
3 N 0.379 -1.200 2.225  S7 1.481, H11 0.963
4 N -0.766 0.972 0.282  C1 1.300, O6 1.408, H12 0.995
5 N -0.321 -1.130 -0.289  C1 1.360, S7 1.900, H13 0.966
6 O -1.535 0.387 1.305  N4 1.408, S7 1.845
7 S -0.909 -1.337 1.506  N3 1.481, N5 1.900, O6 1.845
8 H 0.433 1.850 -1.615  C2 1.083
9 H 0.361 0.222 -2.650  C2 1.131
10 H 1.579 0.396 -1.400  C2 1.091
11 H 0.501 -1.524 3.123  N3 0.963
12 H -0.688 1.962 0.342  N4 0.995
13 H 0.478 -1.575 -0.600  N5 0.966

Computed properties:
- lowest unoccupied orbital energy (eV) = -4.5
- 2S+1 = 1
- orbital gap (eV) = 10.574
- ΔE to the lowest compared entry with this formula, charge and spin (eV) = 4.452
- molecular weight (g/mol) = 120.2
- charge = +1
- calculated total energy (Eh) = -717.11781

=====

[2]
The following is a quantum chemistry calculation of a gas-phase ion, C2H6N3OS (charge +1) in a non-equilibrium geometry, from the Open Molecules 2025 dataset.

Bonds (Å) are listed after each position.
Atoms and positions in Å:
1 C 1.557 0.410 0.001  N3 1.391, N4 1.334, O6 1.190
2 C -0.498 -0.944 -0.006  N3 1.452, N5 1.383, H8 1.064, H9 1.016
3 N 0.909 -0.778 -0.323  C1 1.391, C2 1.452, H10 1.027
4 N 0.751 1.472 -0.060  C1 1.334, H11 1.018, H12 1.023
5 N -1.368 0.079 -0.337  C2 1.383, S7 1.505
6 O 2.720 0.421 0.251  C1 1.190
7 S -2.741 0.537 0.079  N5 1.505, H13 1.457
8 H -0.647 -1.749 -0.685  C2 1.064
9 H -0.603 -1.308 0.937  C2 1.016
10 H 1.513 -1.608 -0.300  N3 1.027
11 H 0.013 1.301 -0.740  N4 1.018
12 H 1.290 2.336 -0.159  N4 1.023
13 H -2.894 -0.168 1.345  S7 1.457

Computed properties:
- lowest unoccupied orbital energy (spin up / spin down) (eV) = -8.1 / -8.1
- 2S+1 = 1
- orbital gap (spin up / spin down) (eV) = 5.737 / 5.739
- ΔE to the lowest compared entry with this formula, charge and spin (eV) = 4.159
- molecular weight (g/mol) = 120.2
- charge = +1
- calculated total energy (Eh) = -717.12859

=====

[3]
The following is a quantum chemistry calculation of a gas-phase ion, C2H6N3P (charge +2) in a non-equilibrium geometry, from the Open Molecules 2025 dataset.

Bonds (Å) are listed after each position.
Atoms and positions in Å:
1 N 2.092 0.064 0.396  C2 1.348, H7 1.062, H8 0.967
2 C 1.379 -0.464 -0.619  N1 1.348, N3 1.318, H9 1.061
3 N 0.098 -0.737 -0.762  C2 1.318, C4 1.386, H10 1.026
4 C -1.049 -0.097 -0.320  N3 1.386, N5 1.224, H11 1.028
5 N -0.898 0.922 0.338  C4 1.224, P6 1.502
6 P -0.468 2.130 1.121  N5 1.502, H12 1.457
7 H 3.108 0.060 0.085  N1 1.062
8 H 2.152 -0.032 1.356  N1 0.967
9 H 1.970 -0.783 -1.441  C2 1.061
10 H -0.223 -1.435 -1.443  N3 1.026
11 H -2.007 -0.304 -0.632  C4 1.028
12 H -0.747 1.492 2.401  P6 1.457

Computed properties:
- lowest unoccupied orbital energy (eV) = -10.6
- 2S+1 = 1
- SMILES string = N/C=[NH+]\C=[N+]=P
- orbital gap (eV) = 9.282
- ΔE to the lowest compared entry with this formula, charge and spin (eV) = 1.433
- molecular weight (g/mol) = 103.1
- charge = +2
- calculated total energy (Eh) = -584.66674

=====

[4]
The following is a quantum chemistry calculation of 2 unconnected molecules or ions with the total composition C2H6N3S in a non-equilibrium geometry, from the Open Molecules 2025 dataset.

Bonds (Å) are listed after each position.
Atoms and positions in Å:
1 C 0.886 0.625 -1.727  N4 1.177, N5 1.270
2 C -0.751 -1.227 1.350  N3 1.270, H7 1.036, H8 1.045
3 N -0.588 0.032 1.336  C2 1.270, S6 1.698, H9 1.169
4 N 0.410 1.073 -0.748  C1 1.177
5 N 1.712 0.389 -2.662  C1 1.270, H11 0.973, H12 1.044
6 S -1.264 1.119 2.452  N3 1.698, H10 1.351
7 H -0.430 -1.934 0.664  C2 1.036
8 H -1.444 -1.430 2.105  C2 1.045
9 H 0.061 0.599 0.546  N3 1.169
10 H -2.183 0.387 3.117  S6 1.351
11 H 2.099 -0.482 -2.858  N5 0.973
12 H 1.492 0.847 -3.574  N5 1.044

Computed properties:
- lowest unoccupied orbital energy (eV) = -4.2
- 2S+1 = 1
- orbital gap (eV) = 9.815
- ΔE to the lowest compared entry with this formula, charge and spin (eV) = 2.415
- molecular weight (g/mol) = 104.2
- charge = +1
- calculated total energy (Eh) = -641.92697

=====

[5]
The following is a quantum chemistry calculation of a gas-phase ion, C2H6N3S (charge +1) in a non-equilibrium geometry, from the Open Molecules 2025 dataset.

Bonds (Å) are listed after each position.
Atoms and positions in Å:
1 C -1.848 -0.372 -0.451  N3 1.269, S6 1.716, H7 1.027
2 C 0.022 -1.062 0.550  N3 1.361, N4 1.686, H8 1.070, H9 1.135
3 N -1.049 -1.336 -0.244  C1 1.269, C2 1.361
4 N 0.139 0.616 0.666  C2 1.686, N5 1.477, S6 1.677
5 N 1.227 0.988 -0.262  N4 1.477, H10 1.058, H11 1.134, H12 1.028
6 S -1.349 1.166 0.124  C1 1.716, N4 1.677
7 H -2.793 -0.498 -0.832  C1 1.027
8 H -0.030 -1.449 1.545  C2 1.070
9 H 1.017 -1.356 0.089  C2 1.135
10 H 2.072 0.684 0.297  N5 1.058
11 H 1.627 2.048 -0.317  N5 1.134
12 H 0.966 0.570 -1.165  N5 1.028

Computed properties:
- lowest unoccupied orbital energy (spin up / spin down) (eV) = -4.3 / -7.3
- 2S+1 = 3
- orbital gap (spin up / spin down) (eV) = 5.688 / 7.383
- ΔE to the lowest compared entry with this formula, charge and spin (eV) = 3.411
- molecular weight (g/mol) = 104.2
- charge = +1
- calculated total energy (Eh) = -641.73786

=====

[6]
The following is a quantum chemistry calculation of a single C2H6N4 molecule in a non-equilibrium geometry, from the Open Molecules 2025 dataset.

Bonds (Å) are listed after each position.
Atoms and positions in Å:
1 H 0.712 -0.511 -1.546  N2 1.015
2 N -0.203 -0.074 -1.593  H1 1.015, C3 1.283
3 C -0.530 0.422 -0.456  N2 1.283, N4 1.389, N5 1.406
4 N -1.632 1.262 -0.347  C3 1.389, H8 1.010, H9 1.019
5 N 0.129 0.372 0.785  C3 1.406, N6 1.372, H10 1.014
6 N 1.237 -0.395 1.046  N5 1.372, C7 1.279
7 C 1.233 -1.596 0.606  N6 1.279, H11 1.091, H12 1.096
8 H -2.159 1.301 -1.208  N4 1.010
9 H -2.198 1.102 0.485  N4 1.019
10 H 0.231 1.288 1.207  N5 1.014
11 H 0.414 -2.037 0.036  C7 1.091
12 H 2.068 -2.250 0.884  C7 1.096

Computed properties:
- lowest unoccupied orbital energy (eV) = 1.0
- 2S+1 = 1
- SMILES string = [H]/N=C(/N)NN=C
- orbital gap (eV) = 10.129
- ΔE to the lowest compared entry with this formula, charge and spin (eV) = 1.601
- molecular weight (g/mol) = 86.1
- charge = 0
- calculated total energy (Eh) = -298.79008

=====

[7]
The following is a quantum chemistry calculation of a single C2H6N4 molecule in a non-equilibrium geometry, from the Open Molecules 2025 dataset.

Bonds (Å) are listed after each position.
Atoms and positions in Å:
1 C 0.552 -1.038 -0.201  C2 1.483, N4 1.450, H7 1.138, H8 1.085
2 C 1.004 0.314 0.210  C1 1.483, N6 1.451, H9 1.201, H10 1.116
3 N -1.631 -0.196 0.173  N4 1.285, N5 1.250, H11 1.048
4 N -0.860 -1.220 0.074  C1 1.450, N3 1.285
5 N -1.331 1.012 0.062  N3 1.250, N6 1.379
6 N -0.028 1.155 -0.368  C2 1.451, N5 1.379, H12 1.023
7 H 0.827 -1.020 -1.304  C1 1.138
8 H 1.008 -1.907 0.261  C1 1.085
9 H 1.045 0.457 1.402  C2 1.201
10 H 1.972 0.696 -0.195  C2 1.116
11 H -2.624 -0.412 0.429  N3 1.048
12 H 0.068 2.158 -0.544  N6 1.023

Computed properties:
- lowest unoccupied orbital energy (eV) = 1.0
- 2S+1 = 1
- orbital gap (eV) = 8.587
- ΔE to the lowest compared entry with this formula, charge and spin (eV) = 4.120
- molecular weight (g/mol) = 86.1
- charge = 0
- calculated total energy (Eh) = -298.69751

=====

[8]
The following is a quantum chemistry calculation of a single C2H6N4 molecule in a non-equilibrium geometry, from the Open Molecules 2025 dataset.

Bonds (Å) are listed after each position.
Atoms and positions in Å:
1 N 0.627 1.341 0.113  C2 1.428, H7 1.013, H8 1.017
2 C 0.280 -0.044 0.081  N1 1.428, N3 1.389, C4 1.781, N6 1.435
3 N 1.225 -0.801 -0.599  C2 1.389, H9 1.009, H10 1.011
4 C -1.456 -0.168 -0.296  C2 1.781, N5 1.418, H11 1.091, H12 1.089
5 N -1.467 -0.571 1.063  C4 1.418, N6 1.272
6 N -0.217 -0.643 1.286  C2 1.435, N5 1.272
7 H -0.124 1.903 0.496  N1 1.013
8 H 1.449 1.484 0.694  N1 1.017
9 H 2.103 -0.365 -0.837  N3 1.009
10 H 1.186 -1.800 -0.449  N3 1.011
11 H -2.118 0.661 -0.552  C4 1.091
12 H -1.488 -0.997 -1.001  C4 1.089

Computed properties:
- lowest unoccupied orbital energy (eV) = 0.8
- 2S+1 = 1
- SMILES string = NC1(N)CN=N1
- orbital gap (eV) = 9.811
- ΔE to the lowest compared entry with this formula, charge and spin (eV) = 3.036
- molecular weight (g/mol) = 86.1
- charge = 0
- calculated total energy (Eh) = -298.73733

=====

What is the calculated total energy in the second record?
-717.12859 Eh

=====

Which formula does entry 7 have?
C2H6N4